Density functional theory data (the ωB97M-V functional and the def2-TZVPD basis) for a molecular structure, C6H6NO6S.

max |F|	4.41	eV Å⁻¹
total energy	-1136.52563	a.u.
energy relative to the best compared isomer or geometry (same formula, charge and spin)	2.777	eV
spin multiplicity	1
total charge	-1

```
20
Properties=species:S:1:pos:R:3:forces:R:3:lowdin_charge:R:1
C -2.31108 -0.65101 0.27771 -0.017 -0.951 -0.524 -0.118
C -1.69441 0.01981 1.32132 1.121 0.267 3.039 -0.089
C -1.68420 -0.84393 -0.84377 3.221 3.009 0.180 0.020
C -0.38000 0.26766 1.42234 -1.232 1.098 -2.259 -0.048
C -0.36842 -0.08539 -1.09410 -0.796 -1.568 -0.454 -0.352
C 0.38277 0.20403 0.15768 3.062 -0.589 2.281 -0.169
N 1.68713 -1.12929 0.75416 -2.058 1.605 -1.404 -0.307
O 2.04749 1.17107 -1.65930 -0.181 0.373 0.819 -0.350
O 1.45543 -1.50352 1.87837 0.425 -0.356 0.131 0.017
O 2.57701 -1.44893 0.02463 0.205 -0.277 0.317 0.062
O 0.64169 2.66812 -0.38069 -1.115 1.690 0.081 -0.324
O 2.62550 1.66638 0.67110 -0.857 -0.073 -0.339 -0.339
O 0.43514 -0.80063 -2.00583 -0.640 -0.029 -0.556 -0.043
S 1.56308 1.58527 -0.32339 1.727 -1.757 0.136 0.452
H -3.08309 -1.32438 0.44310 -2.072 -0.479 0.594 0.089
H -2.21126 0.09249 2.26097 -0.554 0.264 0.233 0.102
H -2.15319 -1.35105 -1.56644 -1.061 -2.163 -2.934 0.072
H -0.11061 0.71283 2.33885 1.263 0.269 0.602 0.109
H -0.58853 0.94559 -1.42220 -0.301 -0.204 -0.341 0.155
H 1.16956 -0.19512 -2.25450 -0.141 -0.132 0.398 0.059
```
Forces are in eV/Å.